Entry 1:
Molecular formula: C57H75F9N12O9S3
Method: DFT, ωB97M-V/def2-TZVPD

XYZ file:
```
165
Properties=species:S:1:pos:R:3:forces:R:3
C -2.3378 -10.6085 -8.3235 0.6 0.4 1.0
N -2.4503 -9.1216 -8.2223 -0.8 -1.1 -0.5
C -1.6382 -8.3764 -7.4860 0.8 0.1 0.5
C -1.6207 -7.0163 -7.6602 0.0 1.2 -0.4
C -2.5550 -6.4156 -8.5300 1.5 -1.0 0.0
C -3.4996 -7.2265 -9.1333 0.9 -0.5 1.3
C -3.4099 -8.5751 -8.9820 0.1 -0.4 -0.5
C -2.3288 -5.0845 -9.0832 -0.4 3.2 -0.1
C -2.2749 -3.9151 -8.3082 0.1 -0.7 0.3
C -2.1279 -2.6646 -8.8901 -1.2 0.4 -0.6
N -2.1575 -2.4923 -10.2064 1.6 -1.7 -1.8
C -2.0624 -3.6171 -11.0499 -0.7 0.8 1.5
C -2.2142 -4.8721 -10.4822 0.7 -0.2 0.2
C -1.9172 -1.1287 -10.7735 -0.7 0.6 0.8
H -2.0470 -10.8734 -9.3444 0.2 0.0 0.4
H -3.3002 -11.0102 -8.0953 -0.7 -0.3 0.0
H -1.6680 -10.9454 -7.5151 0.0 0.0 -0.8
H -0.9468 -8.8739 -6.8057 -0.1 0.0 -0.4
H -0.7841 -6.4251 -7.2636 -0.6 -0.3 0.1
H -4.2463 -6.8259 -9.7125 -1.6 0.8 -1.5
H -3.9895 -9.2642 -9.5925 -0.1 0.1 0.3
H -2.3479 -3.9339 -7.2287 0.1 -0.1 0.0
H -2.1384 -1.7044 -8.4116 0.3 -0.1 1.0
H -1.8993 -3.4452 -12.1191 -0.2 0.0 0.6
H -2.0734 -5.7612 -11.0775 -0.2 0.1 -0.5
H -1.5648 -1.2758 -11.7628 -0.1 0.0 -1.0
H -1.0984 -0.6152 -10.2478 -0.4 -0.4 0.3
H -2.8486 -0.4935 -10.7323 1.0 -0.9 -0.1
C 8.7488 -4.4367 7.2479 -0.8 0.8 0.6
N 8.0013 -5.4199 8.0849 1.5 0.3 -1.0
C 6.7632 -5.1753 8.5155 -2.8 0.9 -0.1
C 6.0373 -6.0569 9.2854 0.9 -0.4 -0.3
C 6.6798 -7.2873 9.5165 -1.2 -1.9 1.4
C 8.0059 -7.5330 9.1009 0.2 0.6 -0.5
C 8.6574 -6.5564 8.3977 0.9 -1.2 -0.3
C 5.9262 -8.3933 10.1555 0.5 0.4 -0.5
C 6.1176 -9.7464 9.7988 0.8 0.3 0.1
C 5.4193 -10.7189 10.4457 -0.3 -0.6 -0.5
N 4.4345 -10.4742 11.3376 0.8 0.5 0.3
C 4.2228 -9.1728 11.7169 1.0 -0.3 -1.1
C 4.9457 -8.1611 11.1431 -0.1 -0.3 -0.5
C 3.6842 -11.5797 11.9561 -1.5 0.4 -0.6
H 9.4529 -4.9068 6.5429 -0.1 -0.1 0.8
H 9.2520 -3.7399 8.0038 -0.6 -0.6 -1.6
H 7.9681 -3.9947 6.5909 0.7 0.4 0.7
H 6.1945 -4.3261 8.0900 1.0 -0.2 0.4
H 4.9900 -5.9235 9.6125 0.9 0.3 -0.5
H 8.4967 -8.4678 9.3296 0.0 0.1 0.0
H 9.6823 -6.6568 7.9431 -1.2 0.0 0.9
H 6.8512 -10.0529 9.0475 -0.3 0.1 0.3
H 5.5871 -11.7525 10.1940 -0.1 -0.2 0.1
H 3.4994 -8.9934 12.4579 -0.8 0.1 0.8
H 4.7679 -7.1397 11.3822 -0.3 0.4 0.7
H 2.5969 -11.3180 11.7712 1.1 -0.7 0.2
H 3.8322 -11.5754 13.0317 0.2 -0.2 0.0
H 3.9477 -12.5597 11.4946 -0.2 0.9 0.4
C 13.8452 3.0262 -6.4511 -0.7 -0.5 1.5
N 12.4618 2.5451 -6.0947 1.5 -0.6 -3.0
C 11.7325 1.9333 -7.0871 -1.2 1.1 3.2
C 10.4546 1.5553 -6.7998 -0.7 -0.9 -1.7
C 9.9207 1.6484 -5.5256 -0.5 1.2 1.9
C 10.7412 2.2090 -4.5217 0.9 -0.5 -1.3
C 12.0606 2.5792 -4.8638 -3.4 -0.5 1.0
C 8.5124 1.2484 -5.1634 2.1 1.0 -2.2
C 8.3240 0.3834 -4.1541 -0.9 -1.7 1.8
C 7.0416 -0.1188 -3.9548 -0.1 0.5 1.0
N 5.9371 0.3013 -4.6289 2.4 1.4 0.0
C 6.1542 1.2382 -5.6029 0.1 -0.6 0.1
C 7.4110 1.6461 -5.9103 0.2 1.2 -0.9
C 4.6106 -0.1318 -4.2829 -0.7 -1.0 -0.3
H 13.8499 3.7483 -7.2352 -0.4 0.6 -0.4
H 14.3485 2.1460 -6.7855 0.8 -0.4 0.0
H 14.2443 3.4398 -5.5134 0.2 -0.2 -0.7
H 12.1653 1.8025 -8.0049 1.1 -0.1 -2.1
H 9.8583 1.1324 -7.6292 0.4 0.2 0.6
H 10.4033 2.3794 -3.5191 -0.1 -0.1 0.3
H 12.7082 2.9255 -4.1344 1.2 0.9 1.2
H 9.1465 0.0746 -3.4925 -0.6 -0.1 -0.4
H 6.8566 -0.7156 -3.0821 -0.2 -0.5 0.0
H 5.3604 1.6504 -6.1860 -0.8 -0.2 0.1
H 7.5228 2.3988 -6.7087 -0.1 -0.6 0.4
H 4.5484 -1.1448 -4.6893 -0.5 0.1 0.1
H 3.9405 0.5214 -4.8282 -0.4 -0.1 0.2
H 4.3767 -0.1710 -3.2059 0.5 0.3 -0.5
C -3.6817 9.4568 -0.4969 -0.2 0.3 1.0
C -5.1617 9.6436 -0.1433 -0.1 -1.6 -1.2
N -5.2959 10.3194 1.1205 0.5 -0.6 0.6
C -4.7937 9.8955 2.3340 0.2 0.8 0.5
C -4.7618 10.9833 3.1500 0.0 -0.5 0.4
N -5.3093 12.0223 2.4527 0.0 1.2 0.5
C -5.5700 11.5817 1.2303 -1.8 2.5 -0.6
C -5.7033 13.3414 3.0579 1.4 0.5 0.9
H -3.2353 8.8457 0.2863 0.3 0.1 -0.1
H -3.0902 10.3912 -0.6552 -0.7 -0.6 0.2
H -3.7013 8.8825 -1.3863 0.4 -0.5 -1.0
H -5.7092 8.6476 -0.0975 0.8 1.2 0.1
H -5.5810 10.2207 -0.9701 -0.5 0.2 0.5
H -4.5391 8.8971 2.5581 0.3 -0.9 -0.2
H -4.3852 11.1256 4.1572 -0.2 -0.2 -0.2
H -6.1179 12.1684 0.4830 0.6 -0.3 0.3
H -4.7554 14.0069 3.3606 -2.1 -1.8 -0.7
H -6.3503 13.1325 3.9494 0.8 0.2 -0.8
H -6.3110 13.8906 2.3436 0.2 0.0 -0.1
C -7.8570 3.3679 6.9323 -0.6 -1.2 1.9
C -8.4552 4.3097 5.8617 1.2 -1.4 1.2
N -8.8274 5.5159 6.6075 -1.0 2.9 0.1
C -8.2981 6.7774 6.2974 -1.2 0.9 2.1
C -8.8735 7.7186 7.1722 0.0 -1.5 -1.1
N -9.8053 7.0428 7.9440 1.8 -2.6 -1.5
C -9.7317 5.7106 7.5980 0.2 0.9 0.3
C -10.5154 7.5498 9.1041 -0.4 2.0 -0.8
H -7.0071 3.7577 7.5389 -0.7 0.5 -0.7
H -7.4627 2.3830 6.6541 -0.4 0.3 -0.9
H -8.6518 3.0823 7.7053 0.9 0.5 -1.0
H -9.2853 3.8408 5.3174 0.0 0.4 0.4
H -7.6636 4.5608 5.1585 -0.2 0.4 -0.1
H -7.5413 6.9273 5.5585 0.1 -0.2 -0.3
H -8.7634 8.7953 7.2918 0.2 -0.5 -0.2
H -10.2609 4.9492 8.1701 0.1 0.2 -0.5
H -11.5258 7.9205 8.7824 0.9 -0.6 0.6
H -9.9334 8.4109 9.4895 -0.4 -0.5 -0.2
H -10.5002 6.8039 9.8556 -0.5 -0.7 0.7
C -3.4358 2.1474 -4.0779 -1.1 2.0 -1.8
C -3.0919 1.7291 -2.7010 -1.0 -1.4 0.0
N -4.1847 2.0166 -1.7322 -1.3 0.1 1.0
C -5.5474 2.1528 -1.9193 -1.2 0.9 -2.2
C -6.1727 2.3007 -0.7145 1.1 -0.8 -0.9
N -5.2112 2.1644 0.2427 1.2 0.3 0.2
C -4.0555 2.0421 -0.4142 0.9 -0.6 1.3
C -5.3802 2.1486 1.7530 1.1 0.4 -1.5
H -3.8774 3.1824 -4.0636 0.5 -0.7 0.1
H -4.1678 1.5784 -4.6610 0.1 -0.4 0.5
H -2.5579 2.2356 -4.7274 0.0 -0.2 0.4
H -2.2607 2.3184 -2.4203 1.0 0.3 0.7
H -2.8935 0.6371 -2.6721 0.1 0.7 0.3
H -5.9951 2.2898 -2.9385 0.6 -0.4 1.3
H -7.1969 2.3321 -0.5100 -1.2 0.4 0.3
H -3.1478 1.8175 0.0955 0.5 0.1 0.2
H -6.2904 1.6466 1.8676 -1.4 -0.6 0.6
H -5.4275 3.1618 2.1404 0.0 0.0 -0.1
H -4.5881 1.5588 2.2259 0.0 0.2 -0.4
C 3.5900 -8.7752 3.8580 -2.7 -2.4 0.0
F 4.3340 -8.3832 2.9839 2.2 2.0 -3.0
F 2.3341 -8.7497 3.7344 -1.2 0.7 -0.5
F 4.0125 -8.9582 4.9913 1.6 0.0 3.6
S 3.2330 -4.3005 3.8058 1.4 -2.5 2.7
O 2.0154 -3.5946 3.7775 -1.4 1.2 -0.7
O 3.2864 -5.4610 4.7050 -0.4 -0.1 -1.0
O 4.5136 -3.6857 3.6887 0.5 1.1 -1.0
C -7.8586 6.9059 2.3398 -1.9 1.0 0.3
F -7.9527 7.7653 1.3012 0.1 -0.6 0.4
F -7.7992 7.6856 3.4623 0.4 -0.4 -0.5
F -9.0549 6.2456 2.4506 1.5 0.2 -0.3
S -6.3834 5.8449 2.1395 0.8 -1.1 -2.0
O -6.2671 5.0888 3.3707 -0.6 -0.2 -0.1
O -6.6418 5.1199 0.8856 -0.5 -0.1 1.6
O -5.3089 6.7729 1.9210 0.4 1.3 0.5
C 2.1336 -1.3546 -7.1987 -0.5 -0.1 -2.5
F 2.3294 -1.8456 -8.4911 -0.7 0.1 1.5
F 2.9294 -2.0009 -6.4028 1.2 -0.9 0.9
F 2.5352 -0.1023 -7.2811 0.3 1.2 0.3
S 0.4323 -1.4911 -6.5372 -0.7 -1.2 1.9
O 0.2023 -2.9305 -6.5916 0.0 0.2 -0.4
O 0.5623 -0.9883 -5.1760 0.4 0.1 -0.9
O -0.4347 -0.7149 -7.3820 -0.2 0.5 -0.9
```
Positions in Å, forces in eV/Å.

## Properties
Frontier orbital gap ... 1.0 eV
Total charge ... +6
LUMO level ... -10.32 eV
Highest occupied orbital energy ... -11.3 eV

Entry 2:
Molecular formula: C21H33N3O7P2Ru
Method: DFT, ωB97M-V/def2-TZVPD

XYZ file:
```
67
Properties=species:S:1:pos:R:3:forces:R:3
P -2.1508 1.5302 1.9766 -1.1 0.6 -0.9
P 0.0162 2.2199 0.7345 -0.1 4.5 -3.9
C -2.3226 3.3531 1.9971 -0.5 -0.1 0.9
C -1.1167 3.7923 1.1855 0.8 -1.1 -0.5
H -2.3264 3.7331 3.0294 0.0 -0.2 -0.3
H -3.2743 3.6428 1.5247 0.3 -0.1 0.2
H -1.4743 4.2018 0.2312 0.4 -0.1 0.3
H -0.4294 4.5035 1.6514 -0.4 0.0 0.2
C 1.6893 2.2719 1.4029 0.3 0.4 0.1
H 2.3640 2.2463 0.5361 -0.1 -0.1 0.4
H 1.8273 1.3765 2.0130 0.8 0.2 0.3
H 1.8136 3.1983 1.9718 0.4 -0.3 0.1
C 0.5178 3.3594 -0.8776 0.1 -0.6 -0.4
H 1.0053 4.2928 -0.5470 -0.2 -0.5 0.3
H -0.3548 3.6585 -1.4696 0.0 -0.2 0.3
H 1.2037 2.8647 -1.5759 0.0 -0.1 0.4
C 0.1692 1.7550 4.0703 -0.3 0.4 0.6
H 0.8011 1.0775 4.6834 -0.3 0.1 -0.5
H -0.6749 2.0802 4.7001 0.6 0.1 -0.3
H 0.7699 2.6278 3.7947 -0.1 -0.1 0.0
C -2.7023 0.8582 0.3613 -1.1 -0.7 0.3
H -2.2698 -0.1526 0.2120 -0.1 0.5 0.3
H -2.4781 1.4541 -0.5424 0.1 0.2 0.7
H -3.7876 0.7381 0.4277 -0.1 0.0 -0.3
Ru -0.3256 0.6670 2.3775 2.7 -4.0 2.9
C 1.3150 -0.1124 -5.4739 0.8 -0.2 -0.7
C 2.0118 -0.7623 -4.5255 -0.1 -0.5 -0.7
C 2.3828 -0.5372 -3.0763 0.5 -0.1 0.5
C 1.2816 -0.2365 -2.0201 -0.2 -0.3 0.1
C -0.0515 0.1022 -2.6545 0.0 -2.2 1.6
C -0.2102 1.3254 -3.1652 0.3 2.4 -1.3
C 0.7887 1.9258 -4.1064 0.2 0.9 -0.1
C 0.8668 1.3091 -5.5221 -1.1 0.0 0.0
C -2.2204 0.3537 3.7246 -2.7 0.5 -0.6
H 1.2542 -0.5978 -6.4771 0.1 0.2 1.0
H 2.5167 -1.6506 -4.9016 -0.4 -0.1 0.1
H 3.1760 0.2124 -2.9710 0.0 -0.1 -0.2
H 2.8278 -1.4715 -2.6961 -0.1 0.3 -0.4
H 1.1360 -1.0870 -1.3423 0.1 0.3 -0.5
H 1.6369 0.5678 -1.3490 -0.4 0.1 -0.5
H -0.8994 -0.6183 -2.4986 0.7 0.7 0.0
H -0.9899 1.9844 -2.7545 -0.3 -0.5 -0.7
H 1.7804 1.6982 -3.7021 0.0 0.2 0.2
H 0.6956 3.0214 -4.1936 -0.2 -0.5 0.2
H -0.0870 1.4129 -6.0963 0.6 0.0 0.6
H 1.6052 1.8964 -6.1007 -0.2 -0.3 0.3
H -2.3364 -0.7337 3.7395 0.4 0.2 -0.6
H -3.2457 0.7088 3.4542 -0.3 -0.8 1.3
H -2.0498 0.7467 4.7358 0.4 0.2 -0.8
O 0.7199 -7.2504 2.6294 -0.3 1.4 -1.9
N 0.6106 -6.6906 1.5205 0.5 -3.5 0.2
O 0.7465 -7.2907 0.4316 -0.3 1.6 2.0
C 0.2919 -5.2924 1.4959 -0.1 1.5 0.1
C 0.0934 -4.5779 2.6831 0.1 -0.4 -0.2
C -0.0485 -3.1919 2.6493 -0.1 0.7 -1.0
C -0.1491 -2.4642 1.3979 -0.2 -0.7 0.0
O -0.2399 -1.1980 1.2275 -0.3 0.5 0.4
C -0.1583 -3.3156 0.2339 0.0 0.3 0.9
C 0.1933 -4.6479 0.2612 -0.3 0.0 0.0
N -0.5202 -2.7301 -1.0470 0.7 -0.2 -1.7
O 0.2023 -3.0625 -2.0182 -1.8 0.9 1.6
O -1.5052 -1.9739 -1.1299 1.5 -1.1 0.2
N -0.1047 -2.4720 3.9095 -0.1 -0.8 2.2
O -0.3888 -3.1255 4.9328 0.6 1.8 -2.4
O 0.1825 -1.2403 3.9648 -0.4 -1.3 -0.4
H 0.0691 -5.1025 3.6377 0.2 0.1 -0.2
H 0.3298 -5.1818 -0.6760 -0.1 -0.1 0.3
```
Positions in Å, forces in eV/Å.

## Properties
Frontier orbital gap (spin up / spin down) ... 6.1 / 5.5 eV
Total charge ... +2
LUMO level (spin up / spin down) ... -7.05 / -8.90 eV
Spin multiplicity ... 5
Highest occupied orbital energy (spin up / spin down) ... -13.1 / -14.4 eV
ΔE to the lowest compared entry with this formula, charge and spin ... 1.375 eV

Entry 3:
Molecular formula: C42H34GeN5O2ReS3
Method: DFT, ωB97M-V/def2-TZVPD

XYZ file:
```
88
Properties=species:S:1:pos:R:3:forces:R:3
Re -0.0543 -0.3537 -0.2863 1.5 0.0 -0.1
C 2.9912 -0.2049 4.6955 -0.1 0.0 0.0
S 2.8149 1.0190 3.3845 0.0 0.0 -0.1
C 1.7985 0.1968 2.2610 0.2 0.2 0.1
S 1.5628 1.0641 0.7572 0.0 -0.3 0.0
N 1.3025 -0.9631 2.5165 -0.3 -0.1 -0.5
N 0.4937 -1.4215 1.4801 0.0 0.1 0.4
C -0.0125 -2.5824 1.6668 -0.1 -0.2 0.0
C -0.9273 -3.0724 0.6571 0.2 0.0 0.1
C -1.5672 -4.2891 0.7185 -0.1 -0.1 0.0
C -2.4687 -4.6166 -0.2860 0.0 0.0 0.0
C -2.6802 -3.7200 -1.3185 0.0 0.0 0.0
C -1.9899 -2.5186 -1.3261 0.1 0.0 0.1
N -1.1348 -2.2064 -0.3517 -0.3 0.1 0.1
H 3.7876 0.1751 5.3319 0.0 0.0 0.0
H 3.2752 -1.1665 4.2776 0.0 0.0 0.0
H 2.0703 -0.2955 5.2662 0.0 0.0 0.0
H 0.2268 -3.1380 2.5657 0.0 0.0 0.0
H -1.3710 -4.9580 1.5452 0.0 0.0 0.0
H -3.0015 -5.5580 -0.2569 0.0 0.0 0.0
H -3.3751 -3.9323 -2.1186 0.0 0.0 0.0
H -2.1239 -1.7945 -2.1185 0.0 0.0 0.0
O -2.4642 -1.0584 1.7221 -0.1 -0.2 0.1
S -2.9087 0.2619 1.3900 0.4 0.5 -0.6
O -4.2183 0.4916 0.8707 0.0 -0.1 0.0
N -1.7460 0.7790 0.2360 -0.8 0.0 -0.5
C -1.9512 2.0067 -0.4444 0.1 -0.6 0.4
C -2.9456 2.9496 -0.2703 -0.1 -0.1 0.0
C -2.9241 4.1637 -0.9828 0.0 0.0 0.0
C -1.9360 4.4381 -1.8861 0.0 0.0 0.0
C -0.9283 3.4765 -2.1203 0.0 0.1 -0.1
C 0.0970 3.6525 -3.0603 0.1 0.0 -0.1
C 1.0242 2.6541 -3.2645 0.0 0.1 0.0
C 0.9339 1.4896 -2.5239 -0.2 0.0 0.1
N -0.0357 1.2786 -1.6134 0.1 0.3 0.0
C -0.9595 2.2729 -1.3991 0.3 -0.3 -0.1
C -2.6031 1.3214 2.7437 -0.2 0.1 0.3
C -1.5582 1.0169 3.6143 0.0 0.1 -0.1
C -1.3560 1.8252 4.7186 0.0 0.0 0.0
C -2.1955 2.9075 4.9560 0.0 0.0 0.0
C -3.2482 3.1860 4.0959 0.0 0.0 0.0
C -3.4636 2.3895 2.9835 0.1 -0.1 0.0
H -3.7683 2.7551 0.3970 0.0 0.0 0.0
H -3.7134 4.8827 -0.8098 0.0 0.0 0.0
H -1.9232 5.3697 -2.4369 0.0 0.0 0.0
H 0.1506 4.5764 -3.6239 0.0 0.0 0.0
H 1.8247 2.7585 -3.9829 0.0 0.0 0.0
H 1.6651 0.7053 -2.6570 0.0 0.0 0.0
H -0.9290 0.1553 3.4396 0.0 0.0 0.0
H -0.5558 1.5996 5.4110 0.0 0.0 0.0
H -2.0391 3.5277 5.8289 0.0 0.0 0.0
H -3.9148 4.0127 4.3011 0.0 0.0 0.0
H -4.3090 2.5766 2.3380 0.0 -0.1 0.0
C 1.0236 -1.1997 -1.3967 -0.7 0.4 0.2
Ge 2.1114 -2.1565 -2.7722 -0.3 0.0 -0.1
C 0.9653 -2.3382 -4.3090 -0.2 -0.1 -0.2
C 1.4030 -3.1600 -5.3524 -0.1 0.0 0.0
C 0.6202 -3.3360 -6.4854 0.0 0.0 0.0
C -0.6098 -2.6979 -6.5893 0.0 0.0 0.0
C -1.0581 -1.8804 -5.5612 0.1 0.0 0.0
C -0.2725 -1.7036 -4.4283 0.1 0.0 0.0
C 2.4889 -3.8324 -1.9239 0.0 -0.3 0.2
C 1.4371 -4.7100 -1.6418 0.1 0.0 0.0
C 1.6921 -5.9421 -1.0570 0.0 0.0 0.0
C 2.9996 -6.3069 -0.7553 0.0 0.0 0.0
C 4.0490 -5.4444 -1.0388 0.0 0.0 0.0
C 3.7969 -4.2063 -1.6185 -0.1 -0.1 0.1
C 3.6241 -1.0280 -3.0693 0.3 0.3 0.0
C 3.9092 -0.5662 -4.3558 0.1 0.0 0.1
C 5.0198 0.2410 -4.5746 0.0 0.0 0.0
C 5.8401 0.5966 -3.5124 0.0 0.0 0.0
C 5.5572 0.1511 -2.2263 0.0 0.0 0.0
C 4.4528 -0.6588 -2.0034 0.0 0.0 -0.1
H 2.3554 -3.6760 -5.2840 0.0 0.0 0.0
H 0.9679 -3.9747 -7.2871 0.0 0.0 0.0
H -1.2186 -2.8377 -7.4732 0.0 0.0 0.0
H -2.0151 -1.3806 -5.6457 0.0 0.0 0.0
H -0.6310 -1.0512 -3.6369 0.0 0.0 0.0
H 0.4168 -4.4475 -1.9126 0.0 0.0 0.0
H 0.8793 -6.6291 -0.8557 0.0 0.0 0.0
H 3.2014 -7.2723 -0.3094 0.0 0.0 0.0
H 5.0664 -5.7382 -0.8159 0.0 0.0 0.0
H 4.6235 -3.5409 -1.8397 0.0 0.0 0.0
H 3.2744 -0.8423 -5.1906 0.0 0.0 0.0
H 5.2484 0.5862 -5.5748 0.0 0.0 0.0
H 6.7067 1.2212 -3.6868 0.0 0.0 0.0
H 6.2009 0.4306 -1.4021 0.0 0.0 0.0
H 4.2430 -1.0054 -0.9959 0.0 0.0 0.0
```
Positions in Å, forces in eV/Å.

## Properties
Frontier orbital gap ... 6.0 eV
Total charge ... +2
LUMO level ... -7.68 eV
Highest occupied orbital energy ... -13.7 eV
ΔE to the lowest compared entry with this formula, charge and spin ... 0.000 eV